No. 1
{"formula": "C30H29IN3PPt", "method": "ωB97M-V with the def2-TZVPD basis set", "homo_energy_ev": [-13.1049, -14.4155], "e_lumo_ev": [-6.413, -9.180], "total_charge": 2, "multiplicity": 5, "molar_mass_g_mol": 784.54, "gap_ev": [6.69, 5.24], "s_squared": 6.02, "species": ["C", "C", "H", "H", "H", "H", "H", "H", "C", "C", "C", "C", "H", "H", "H", "H", "N", "C", "C", "N", "C", "C", "C", "H", "H", "C", "H", "H", "Pt", "I", "N", "P", "C", "C", "C", "C", "C", "C", "C", "C", "C", "C", "C", "C", "C", "C", "C", "C", "C", "C", "H", "H", "H", "H", "H", "H", "H", "H", "H", "H", "H", "H", "H", "H", "H"], "coordinates": [[2.4591, 2.7532, 0.7539], [3.2276, 1.5506, 0.1957], [1.8679, 3.2480, -0.0165], [3.1000, 3.5173, 1.2081], [1.7674, 2.4268, 1.5420], [2.5896, 0.9767, -0.4890], [4.1280, 1.8552, -0.3568], [3.5768, 0.8934, 1.0020], [-2.9655, 1.2697, -0.7298], [-4.1638, 1.0670, -1.3819], [-4.3030, -0.0673, -2.1882], [-3.2474, -0.9614, -2.3212], [-2.7706, 2.1252, -0.0880], [-4.9478, 1.8054, -1.2440], [-5.2429, -0.2334, -2.7069], [-3.2979, -1.8319, -2.9692], [-1.9600, 0.3982, -0.8399], [-2.0616, -0.7210, -1.6094], [-0.8842, -1.5576, -1.5678], [0.1458, -1.0234, -0.8585], [1.3481, -1.6402, -0.8141], [0.4272, -3.5563, -1.9156], [1.5009, -2.9393, -1.2661], [2.1457, -1.0753, -0.3487], [2.4517, -3.4425, -1.0949], [-0.7412, -2.8376, -2.1303], [-1.5664, -3.2359, -2.7156], [0.5330, -4.5868, -2.2522], [-0.2150, 0.6530, 0.3133], [-0.7988, 2.8917, 1.4524], [0.6828, -0.5224, 1.5588], [0.1075, -1.0389, 2.9634], [-1.5306, -1.7464, 3.0471], [-2.6526, -0.9952, 2.6582], [-3.9103, -1.3608, 3.1419], [-4.0420, -2.5019, 3.9433], [-2.9490, -3.3462, 4.1622], [-1.6956, -2.9964, 3.6660], [1.2318, -2.2349, 3.6809], [1.3643, -2.3654, 5.0767], [2.2941, -3.2681, 5.5940], [3.0380, -4.0780, 4.7286], [2.8418, -3.9990, 3.3464], [1.9443, -3.0692, 2.8134], [0.1876, 0.3559, 4.0976], [-0.9059, 0.7949, 4.8504], [-0.8164, 2.0156, 5.5213], [0.3656, 2.7634, 5.4653], [1.4665, 2.3024, 4.7330], [1.3840, 1.0837, 4.0666], [-2.5119, -0.1179, 2.0171], [-4.7785, -0.7403, 2.9124], [-5.0035, -2.7406, 4.3996], [-3.0513, -4.2669, 4.7413], [-0.8272, -3.6429, 3.8027], [0.7543, -1.7491, 5.7428], [2.4345, -3.3327, 6.6722], [3.7636, -4.7821, 5.1383], [3.3844, -4.6640, 2.6742], [1.7951, -2.9601, 1.7362], [-1.8190, 0.1942, 4.8857], [-1.6800, 2.3902, 6.0744], [0.4372, 3.7158, 5.9940], [2.3866, 2.8866, 4.6610], [2.2232, 0.6990, 3.4800]], "atomic_forces_ev_per_a": [[0.212, 0.139, 0.103], [0.240, 0.115, 0.078], [0.101, 0.062, -0.134], [0.007, -0.231, -0.108], [0.219, -0.007, 0.069], [0.200, 0.068, 0.108], [-0.383, 0.018, 0.058], [-0.159, 0.053, -0.155], [-0.179, -0.440, -0.315], [-0.009, -0.018, -0.065], [-0.087, 0.295, 0.108], [0.773, 0.049, 0.277], [-0.336, -0.117, -0.309], [-0.029, -0.264, -0.183], [0.194, -0.054, 0.010], [-0.204, 0.176, 0.132], [-0.962, -0.371, -0.109], [-1.462, 1.326, 0.179], [1.846, -1.150, 0.387], [0.881, -1.288, -2.362], [-0.861, -0.274, 0.054], [0.319, 0.077, 0.127], [-0.057, 0.051, -0.083], [-0.025, -0.223, 0.015], [-0.259, 0.061, -0.239], [-0.453, 0.612, 0.112], [0.230, -0.137, 0.191], [-0.141, 0.296, -0.055], [-0.001, 0.700, -0.269], [0.125, 0.714, 0.433], [0.567, 0.798, 0.368], [-0.186, -1.572, 2.722], [-0.353, -0.261, -0.691], [-0.063, -0.065, 0.428], [0.169, -0.014, -0.215], [0.127, -0.023, 0.040], [-0.065, -0.008, -0.158], [0.079, 0.423, 0.313], [0.182, -0.417, -0.061], [0.200, 0.076, -0.282], [-0.177, 0.094, -0.204], [-0.190, 0.098, -0.125], [-0.082, 0.018, -0.103], [0.185, 0.005, 0.411], [-0.155, 0.407, -0.362], [-0.077, 0.126, -0.243], [0.135, -0.035, 0.099], [-0.014, -0.045, -0.119], [-0.007, -0.144, 0.059], [-0.058, 0.172, -0.197], [-0.173, -0.144, 0.436], [0.225, -0.256, 0.070], [0.236, 0.049, -0.227], [-0.089, 0.300, -0.275], [-0.337, 0.205, 0.207], [0.302, -0.164, -0.171], [-0.038, -0.047, -0.281], [-0.222, 0.201, -0.152], [-0.061, 0.197, 0.233], [0.172, -0.175, 0.283], [0.266, 0.333, -0.002], [0.343, -0.152, -0.069], [-0.087, -0.281, -0.180], [-0.318, -0.163, 0.180], [-0.177, 0.229, 0.213]], "mulliken_charge": [0.119, -0.657, 0.354, 0.404, -0.891, 0.004, 0.461, 0.202, 0.260, -0.972, -0.482, -0.777, 0.152, 0.446, 0.467, 0.403, -0.047, 0.598, 0.516, -0.249, -0.179, -0.707, -0.563, 0.467, 0.476, -0.497, 0.372, 0.461, 1.840, 0.128, -0.447, 1.360, 0.142, 0.011, -0.583, -0.645, -0.634, -0.487, -0.224, -0.163, -0.738, -0.538, -0.590, -0.256, -0.079, -0.118, -0.704, -0.510, -0.620, -0.407, 0.305, 0.438, 0.414, 0.426, 0.492, 0.433, 0.428, 0.409, 0.426, 0.163, 0.388, 0.449, 0.427, 0.460, 0.467]}



No. 2
{"formula": "C30H29OSi", "method": "ωB97M-V with the def2-TZVPD basis set", "homo_energy_ev": -10.9960, "e_lumo_ev": -5.597, "e_above_lowest_ev": 0.0000, "total_charge": 1, "molar_mass_g_mol": 433.65, "gap_ev": 5.40, "species": ["C", "Si", "C", "C", "O", "C", "C", "C", "C", "C", "C", "C", "C", "H", "H", "H", "H", "H", "H", "H", "H", "H", "H", "H", "H", "H", "H", "H", "H", "C", "C", "C", "C", "C", "C", "C", "C", "C", "C", "C", "C", "C", "C", "C", "C", "C", "C", "C", "H", "H", "H", "H", "H", "H", "H", "H", "H", "H", "H", "H", "H"], "coordinates": [[-2.7917, -2.6890, 1.6383], [-2.8314, -0.8445, 1.8735], [-4.4228, -0.1054, 1.2726], [-2.4132, -0.3432, 3.6127], [-1.5339, -0.2449, 0.9818], [-1.3448, 0.5937, -0.0769], [-0.5640, 1.6883, 0.1116], [-1.9251, 0.2027, -1.3700], [-2.4594, 1.1913, -2.2177], [-3.0803, 0.8181, -3.4110], [-3.0852, -0.5250, -3.8091], [-2.4933, -1.5018, -2.9972], [-1.9431, -1.1483, -1.7702], [-3.5480, -3.1498, 2.2916], [-3.0266, -2.9616, 0.6003], [-1.8095, -3.1117, 1.8912], [-5.2423, -0.5431, 1.8602], [-4.4369, 0.9840, 1.4148], [-4.6020, -0.3175, 0.2094], [-3.1532, -0.7725, 4.3004], [-1.4146, -0.6890, 3.9126], [-2.4360, 0.7498, 3.7176], [-0.4659, 2.3962, -0.7014], [-0.1947, 1.9171, 1.1057], [-2.3851, 2.2299, -1.8912], [-3.5566, 1.5813, -4.0296], [-3.5507, -0.8162, -4.7515], [-2.4653, -2.5463, -3.3078], [-1.4824, -1.8948, -1.1200], [2.0891, 0.6501, 0.0099], [2.7844, 1.9078, -0.1040], [2.6454, 2.7174, -1.2548], [3.4609, 3.8336, -1.4294], [4.3921, 4.1866, -0.4435], [4.4946, 3.4274, 0.7308], [3.6912, 2.3079, 0.9088], [1.7963, -0.0446, 1.2429], [1.4293, -1.3947, 0.9216], [1.1427, -2.3162, 1.9160], [1.1625, -1.8825, 3.2473], [1.4783, -0.5502, 3.5652], [1.7859, 0.3825, 2.5689], [1.4983, -1.5423, -0.5248], [1.9130, -0.2830, -1.0815], [2.1853, -0.1795, -2.4447], [1.9907, -1.3071, -3.2489], [1.5622, -2.5290, -2.7034], [1.3348, -2.6597, -1.3270], [1.8786, 2.4672, -1.9909], [3.3708, 4.4249, -2.3415], [5.0334, 5.0574, -0.5852], [5.2041, 3.7013, 1.5119], [3.7856, 1.6948, 1.8043], [0.9220, -3.3452, 1.6318], [0.9230, -2.5871, 4.0467], [1.4873, -0.2322, 4.6096], [1.9987, 1.4227, 2.8120], [2.5610, 0.7540, -2.8529], [2.1914, -1.2360, -4.3187], [1.4170, -3.3913, -3.3555], [1.0480, -3.6026, -0.8615]], "atomic_forces_ev_per_a": [[-0.135, -0.172, 0.078], [0.334, 0.070, -0.256], [-0.093, 0.075, -0.012], [-0.136, -0.030, 0.192], [0.531, 0.296, -0.911], [0.569, 0.263, 1.260], [-0.670, -0.484, -0.238], [-0.272, -0.144, -0.656], [0.074, -0.544, 0.188], [0.192, -0.068, 0.022], [0.076, 0.052, 0.226], [-0.057, 0.188, 0.007], [0.044, 0.502, 0.160], [0.218, -0.020, -0.184], [0.013, 0.058, 0.228], [-0.225, 0.099, -0.005], [0.064, 0.166, -0.184], [-0.042, -0.239, -0.016], [0.024, 0.009, 0.256], [0.168, 0.136, 0.022], [-0.267, 0.022, -0.112], [-0.032, -0.215, -0.008], [0.261, -0.023, 0.105], [-0.143, 0.111, -0.199], [-0.289, -0.253, -0.218], [0.191, -0.277, 0.125], [0.119, 0.117, 0.268], [-0.092, 0.283, -0.001], [-0.234, 0.176, -0.188], [0.541, 0.227, 0.137], [-0.087, 0.498, 0.043], [0.345, 0.105, 0.023], [-0.208, -0.206, 0.095], [-0.123, -0.287, 0.150], [-0.133, 0.042, -0.133], [-0.104, -0.057, -0.199], [-0.505, -1.131, 0.197], [0.201, 0.630, 1.283], [0.102, 0.331, -0.620], [0.161, 0.464, 0.117], [-0.081, -0.214, 0.080], [-0.067, -0.159, -0.073], [0.379, 0.273, -1.395], [-0.583, -1.192, -0.114], [-0.071, -0.117, 0.317], [-0.142, -0.384, -0.041], [0.152, 0.526, -0.289], [0.006, 0.515, 0.621], [0.282, 0.166, 0.234], [0.000, -0.101, 0.329], [-0.188, -0.257, 0.031], [-0.176, -0.032, -0.274], [0.171, 0.199, -0.341], [-0.036, 0.208, 0.302], [0.114, 0.255, -0.223], [-0.052, -0.139, -0.336], [-0.122, -0.299, 0.111], [-0.046, -0.336, -0.124], [-0.085, -0.062, 0.324], [0.100, 0.269, 0.150], [0.063, 0.113, -0.332]], "mulliken_charge": [-0.912, 0.323, -1.127, -0.931, -0.389, 0.584, -1.170, 0.529, -0.657, -0.749, -0.491, -1.227, 0.331, 0.453, 0.261, 0.246, 0.399, 0.331, 0.309, 0.405, 0.191, 0.287, 0.209, 0.435, 0.437, 0.418, 0.411, 0.431, 0.815, 0.254, 1.115, -0.276, -1.093, -0.352, -0.957, -0.398, 0.212, -0.104, -0.085, -0.803, -1.260, -0.013, -0.241, 0.667, -0.353, -1.037, -0.849, 0.149, 0.516, 0.405, 0.402, 0.417, 0.622, 0.469, 0.429, 0.406, 0.675, 0.566, 0.437, 0.444, 0.487]}